# 1
Below is a molecular structure, C8F24Li2N4O16S8 at a distorted geometry, with properties calculated with the ωB97M-V functional and the def2-TZVPD basis.

Computed properties:
* highest occupied orbital energy: -5.328 eV
* HOMO-LUMO gap: 4.258 eV
* total energy: -199320.772 eV
* LUMO level: -1.07 eV
* maximum force: 6.3 eV/Å

```
! RIJCOSX wB97M-V def2-TZVPD def2/J DEFGRID3
* xyz -2 1
Li -13.4273 -23.7434 -19.9053
Li -8.2925 -20.0170 -16.6561
C -4.1074 -22.6409 -15.4407
F -4.3532 -22.2196 -16.6736
F -2.8508 -23.0469 -15.3810
F -4.3710 -21.7404 -14.4682
S -5.2075 -24.1947 -15.1782
O -4.6746 -25.2994 -15.9506
O -5.1629 -24.4468 -13.7571
N -6.8521 -23.5485 -15.6604
S -7.7822 -24.8378 -15.4354
O -8.9664 -24.6346 -16.3382
O -7.1750 -26.1078 -15.6152
C -8.3420 -24.6680 -13.5837
F -8.3971 -23.4170 -13.1933
F -9.4360 -25.3194 -13.3047
F -7.4324 -25.1801 -12.7246
C -21.5068 -11.6536 -18.0551
F -21.5712 -10.8331 -16.9796
F -22.4183 -11.2040 -18.9660
F -20.2023 -11.7465 -18.3829
S -21.9816 -13.3512 -17.3176
O -21.9221 -14.2677 -18.4439
O -21.0354 -13.6970 -16.2444
N -23.5604 -12.9374 -16.6755
S -24.5003 -13.6001 -17.7155
O -24.7042 -12.9724 -18.9895
O -24.4403 -15.0478 -17.6994
C -26.1536 -13.1268 -16.7273
F -26.4459 -11.8162 -16.8701
F -27.1846 -13.8383 -17.2523
F -26.0870 -13.5226 -15.4430
C -16.7178 -24.3243 -17.0086
F -17.4734 -25.0333 -16.1239
F -15.4582 -24.8627 -16.9293
F -17.2248 -24.4686 -18.2345
S -16.6366 -22.4586 -16.5158
O -18.0298 -22.0072 -16.6558
O -16.1572 -22.4837 -15.1139
N -15.5451 -21.8339 -17.6393
S -15.1720 -20.4296 -17.1239
O -16.0356 -19.8094 -16.1112
O -13.7149 -20.3039 -16.8556
C -15.3530 -19.4274 -18.7073
F -14.3601 -19.6996 -19.5856
F -16.5255 -19.7961 -19.2789
F -15.3300 -18.0570 -18.4274
C -9.3460 -14.7650 -13.9141
F -10.2060 -15.7155 -13.4180
F -9.7010 -14.4023 -15.1477
F -9.1524 -13.6774 -13.0309
S -7.5667 -15.5550 -14.0476
O -6.5114 -14.6066 -13.6940
O -7.5928 -16.7145 -13.1729
N -7.4553 -16.2011 -15.6828
S -6.7926 -15.0844 -16.4392
O -7.2994 -13.7230 -16.1895
O -5.3668 -15.1290 -16.4159
C -7.2386 -15.5363 -18.3403
F -8.5215 -15.5408 -18.4147
F -6.8038 -14.5021 -19.1674
F -6.8044 -16.7997 -18.6588
*
```

***

# 2
Below is a molecular structure, C8H10 at a distorted geometry, with properties calculated with the ωB97M-V functional and the def2-TZVPD basis.

Computed properties:
* highest occupied orbital energy: -9.026 eV
* HOMO-LUMO gap: 10.021 eV
* total energy: -8454.178 eV
* LUMO level: 1.00 eV
* maximum force: 12.6 eV/Å

```
! RIJCOSX wB97M-V def2-TZVPD def2/J DEFGRID3
* xyz 0 1
C -0.1893 2.7658 -0.8266
C 0.4871 1.8835 0.2553
C 0.1348 0.4331 0.2306
C -1.0981 -0.0278 0.1355
C -1.3536 -1.4348 0.0275
C -0.2979 -2.3042 0.0380
C 1.0062 -1.8161 0.0858
C 1.2875 -0.5199 0.1709
H 0.0400 2.5959 -1.6716
H 0.2285 3.8920 -0.7758
H -1.2476 2.7180 -0.7611
H 1.5426 2.2059 0.2377
H 0.2508 2.2844 1.5435
H -2.1749 0.6607 -0.0465
H -2.2751 -2.0326 0.1684
H -0.5536 -3.3747 0.1477
H 1.9849 -2.7133 0.1755
H 2.3446 -0.1142 0.2798
*
```